Entry 1:
DFT (the ωB97M-V functional and the def2-TZVPD basis) results for a structure of composition C34H59AsBN6RuS4Si2 in a non-equilibrium geometry.

Atoms and positions in Å:
Ru  -0.04774  -0.32978  0.27282
C  -6.05077  -1.01902  -2.30731
C  -5.24811  -0.40887  -1.15947
C  -6.07076  0.62854  -0.38915
C  -4.81713  -1.48958  -0.19274
N  -4.06750  0.30383  -1.75636
C  -4.31495  1.41949  -2.53306
C  -3.13049  1.89956  -2.94445
N  -2.14762  1.08112  -2.43780
B  -0.70793  1.64196  -2.58890
N  -0.56921  2.82823  -1.61582
C  -0.09671  4.05045  -2.03388
C  -0.09850  4.87269  -0.97070
N  -0.56640  4.15156  0.11790
C  -0.83266  2.88945  -0.29260
S  -1.46859  1.56623  0.64268
C  -0.61210  4.82637  1.45906
C  -1.56903  6.01546  1.34317
C  -1.09795  3.90989  2.56981
C  0.81185  5.28352  1.79263
N  0.51630  0.65867  -2.53345
C  0.83502  -0.01256  -3.70039
C  2.17040  -0.15121  -3.75341
N  2.70297  0.42639  -2.61153
C  1.67146  0.86837  -1.85296
S  1.70012  1.34743  -0.20310
C  4.17379  0.71766  -2.50776
C  4.60772  1.37322  -3.82327
C  4.49703  1.67576  -1.36758
C  4.89594  -0.60500  -2.27833
C  -2.72523  0.11493  -1.70055
S  -1.77751  -1.21721  -1.03598
H  -6.91067  -1.55069  -1.89811
H  -5.44100  -1.73130  -2.86515
H  -6.42297  -0.26196  -2.99832
H  -6.85467  0.11295  0.16505
H  -6.55601  1.35401  -1.04162
H  -5.43865  1.16218  0.32254
H  -5.70707  -1.89236  0.29192
H  -4.16432  -1.08287  0.57495
H  -4.30095  -2.30298  -0.69880
H  -5.31089  1.76479  -2.73606
H  -2.89729  2.74526  -3.56762
H  -0.66774  2.10532  -3.69846
H  0.18110  4.22770  -3.05830
H  0.17353  5.90834  -0.89756
H  -2.56742  5.67430  1.06529
H  -1.23728  6.75156  0.61151
H  -1.63514  6.51637  2.30933
H  -2.11295  3.55296  2.39962
H  -1.08771  4.49220  3.49224
H  -0.44210  3.05184  2.69921
H  1.17509  6.05395  1.11332
H  1.49900  4.43615  1.75658
H  0.82725  5.69737  2.80103
H  0.07686  -0.30772  -4.40537
H  2.78812  -0.60899  -4.50411
H  4.01553  2.26765  -4.02273
H  4.52461  0.70297  -4.67708
H  5.65372  1.66773  -3.74023
H  3.91695  2.59759  -1.43292
H  5.55287  1.93398  -1.45604
H  4.33006  1.22704  -0.39176
H  4.73309  -1.30506  -3.10144
H  4.52734  -1.04099  -1.35116
H  5.96922  -0.43310  -2.18685
C  1.69221  1.05620  2.91254
Si  0.21102  -0.08922  2.63395
C  -1.26926  0.51539  3.64772
C  0.63869  -1.72130  3.47108
C  1.17099  -1.81925  4.75918
C  1.34022  -3.05621  5.36063
C  0.93687  -4.21068  4.69337
C  0.38131  -4.11505  3.42746
C  0.26152  -2.87616  2.79280
Si  -0.73498  -2.53771  1.23174
C  -2.47046  -2.77606  1.94404
C  -0.64155  -4.00720  0.02562
H  1.87287  1.16929  3.98682
H  1.55164  2.05603  2.49358
H  2.58796  0.61966  2.46566
H  -1.10385  0.25930  4.69849
H  -2.17658  -0.00470  3.32893
H  -1.46276  1.58437  3.57867
H  1.45620  -0.92407  5.30437
H  1.76068  -3.12542  6.35608
H  1.03890  -5.17703  5.17207
H  0.02906  -5.02226  2.94055
H  -2.39921  -3.65247  2.59668
H  -3.21748  -2.98818  1.18573
H  -2.80980  -1.94568  2.56741
H  -1.20657  -4.82832  0.47909
H  0.35078  -4.38938  -0.18559
H  -1.11788  -3.78870  -0.93079
C  2.49289  -4.99328  0.90772
As  2.74437  -3.57082  -0.37392
C  2.10067  -4.12933  -2.11462
C  4.66784  -3.56991  -0.51589
S  2.14468  -1.57048  0.13819
H  2.54005  -5.95281  0.39337
H  1.55032  -4.88015  1.42675
H  3.30215  -4.92036  1.63225
H  1.81279  -5.17874  -2.09822
H  2.89969  -3.97798  -2.83851
H  1.24550  -3.51216  -2.37506
H  4.99012  -4.61052  -0.55367
H  5.08608  -3.08859  0.36545
H  4.99712  -3.05378  -1.41215

Forces on atoms 1 to 2 (eV/Å):
Ru 0.29 -0.27 -1.00
C -0.02 -0.02 0.03

The highest occupied orbital energy comes out at -9.7 eV. The LUMO energy is -2.6909 eV. The largest force on an atom comes out at 1.074 eV/Å. The value obtained for the energy is -6186.79639 hartree. As for the charge: +1.

Entry 2:
DFT (the ωB97M-V functional and the def2-TZVPD basis) results for a structure of composition C34H59CeClN2O2Si in a non-equilibrium geometry.

Atoms and positions in Å:
O  1.31178  -1.29154  -1.83650
O  0.94786  -0.20788  -5.64192
C  2.71157  -1.73736  -1.84063
C  2.94325  -2.90084  -0.90374
H  3.27179  -0.84370  -1.54650
H  2.96360  -1.99828  -2.87781
H  2.53465  -2.72859  0.10549
H  4.01876  -3.07288  -0.80322
H  2.51328  -3.83091  -1.29359
C  0.26270  -2.26478  -2.14425
C  0.55546  -3.03297  -3.41981
H  -0.67362  -1.67719  -2.23564
H  0.14558  -2.93357  -1.27041
H  0.68178  -2.33129  -4.25762
H  -0.29137  -3.68794  -3.64088
H  1.43414  -3.67412  -3.31158
C  -0.13738  0.40694  -6.36636
C  1.93453  -0.84762  -6.47317
C  -1.45122  -0.32222  -6.17015
H  0.10041  0.45204  -7.44565
H  -0.23351  1.44045  -5.99559
H  -1.38559  -1.37626  -6.46780
H  -2.20928  0.15550  -6.79976
H  -1.78563  -0.25234  -5.12817
C  1.37484  -2.02756  -7.24162
H  2.72737  -1.17239  -5.78564
H  2.37142  -0.11577  -7.17643
H  0.83507  -2.71889  -6.58541
H  2.19964  -2.57934  -7.69910
H  0.70776  -1.69758  -8.04546
H  1.51305  0.32493  -3.45604
N  -0.86945  -0.70868  1.56833
C  -1.67718  -0.10930  2.46421
C  -2.34915  1.10041  2.22329
C  -2.51134  1.79895  1.01831
C  -1.90788  -0.79226  3.79341
H  -0.96833  -1.16104  4.23144
H  -2.60796  -1.63968  3.71297
H  -2.33887  -0.07199  4.49786
C  -3.56098  2.87119  0.92411
H  -4.29078  2.65777  0.13246
H  -3.12192  3.85741  0.72722
H  -4.10307  2.92201  1.87332
N  -1.73291  1.56962  -0.05091
C  -0.54064  -2.10921  1.69465
C  0.69891  -2.50962  2.24491
C  1.66989  -1.50367  2.79540
C  1.01162  -3.86932  2.28319
H  1.97554  -4.16972  2.69833
C  0.11508  -4.82095  1.79899
H  0.39188  -5.87803  1.80475
C  -1.12645  -4.42295  1.30981
H  -1.84599  -5.16011  0.95285
C  -1.47575  -3.07442  1.26384
C  -2.82397  -2.63426  0.79827
C  -1.99657  2.17201  -1.32743
C  -1.33244  3.37036  -1.68834
C  -0.37597  4.05150  -0.74737
C  -1.53733  3.88244  -2.97077
H  -1.03088  4.81179  -3.25226
C  -2.35328  3.21676  -3.88651
H  -2.50490  3.62801  -4.88690
C  -2.98715  2.02661  -3.51936
H  -3.60955  1.48797  -4.23655
C  -2.82728  1.49439  -2.24506
C  -3.45812  0.17695  -1.89580
Ce  0.25843  0.35312  -0.27208
H  2.33010  -1.09534  2.01379
H  2.32251  -2.00223  3.52976
H  1.17611  -0.66466  3.30712
H  -2.76036  -1.82755  0.05809
H  -3.45732  -2.28911  1.63006
H  -3.34113  -3.47692  0.32312
H  -0.32377  5.12667  -0.98209
H  0.65732  3.67212  -0.85231
H  -0.66049  3.95875  0.30900
H  -3.86861  0.13114  -0.87802
H  -2.74896  -0.66000  -2.00269
H  -4.28318  -0.03089  -2.59180
H  -2.87553  1.51546  3.08087
C  1.40339  1.40292  -3.22376
Si  2.53123  2.49906  -4.30223
H  0.34073  1.65075  -3.36672
H  1.71778  1.60310  -2.17968
C  4.17264  1.61957  -4.58085
C  2.73756  4.13131  -3.38294
C  1.89951  2.99458  -6.01147
H  2.65836  3.60200  -6.52625
H  0.99227  3.60228  -5.91312
H  1.67740  2.13590  -6.65560
H  4.72030  1.50038  -3.63554
H  4.79612  2.21614  -5.25902
H  4.04837  0.62240  -5.02769
H  2.80701  3.97225  -2.29874
H  1.87474  4.78351  -3.57846
H  3.64511  4.65659  -3.71201
Cl  1.21470  2.06568  1.94577
C  2.19718  1.47601  0.57052
H  2.99776  0.82911  0.94494
H  2.54439  2.33420  -0.02028

Forces on atoms 1 to 2 (eV/Å):
O -0.18 -0.44 0.27
O -0.03 -0.05 -0.64

The highest occupied orbital energy (alpha / beta) comes out at -10.4 / -10.4 eV. As for the energy relative to the best compared isomer or geometry (same formula, charge and spin): 0.0 kcal/mol. The LUMO energy (alpha / beta) is -2.2467 / -2.1879 eV. The largest force on an atom comes out at 1.242 eV/Å. The value obtained for the energy is -2815.59375 hartree. As for the charge: +1. As for the spin multiplicity: 2.